ORCA calculation (ωB97M-V/def2-TZVPD) on an isolated molecule of C2H2FOP in a non-equilibrium geometry.

## Properties
energy above the lowest of the compared OMol25 structures with the same formula, charge and spin = 98.8 kJ/mol
max |F| = 3.89 eV/Å
net charge = 0
frontier orbital gap = 9.3 eV
total energy = -593.801304 Eh
HOMO energy = -0.3821 hartree
LUMO = -0.040 hartree

XYZ file:
```
7
Properties=species:S:1:pos:R:3:forces:R:3:nbo_charge:R:1
H 2.3214 -1.1449 -0.0487 0.484 0.480 0.201 -0.08
P 0.9245 -1.2631 -0.0344 -0.344 1.095 -0.644 0.59
C 0.4634 0.3809 -0.1270 -1.839 -0.894 1.899 -0.76
C -1.1937 0.4157 -0.0497 3.571 -1.532 0.015 0.86
O -1.9922 1.2541 -0.0084 -0.495 1.319 -0.039 -0.50
F -1.6008 -0.9068 0.0073 -0.197 0.627 -0.176 -0.37
H 1.0774 1.2641 0.2609 -1.180 -1.095 -1.256 0.26
```
Forces are in eV/Å.

ORCA calculation (ωB97M-V/def2-TZVPD) on a 6-piece molecular cluster, C24H48O6 overall in a non-equilibrium geometry.

## Properties
energy above the lowest of the compared OMol25 structures with the same formula, charge and spin = 442.0 kJ/mol
max |F| = 3.51 eV/Å
net charge = 0
frontier orbital gap = 10.0 eV
total energy = -1394.474673 Eh
HOMO energy = -0.3449 hartree
LUMO = 0.023 hartree

XYZ file:
```
78
Properties=species:S:1:pos:R:3:forces:R:3:lowdin_charge:R:1
C -1.9414 4.0325 -4.5535 0.608 1.520 0.659 -0.21
C -1.9566 2.9435 -3.5552 -0.238 -0.432 2.452 -0.18
C -3.4885 2.7116 -3.3656 2.527 -0.369 -0.529 -0.21
O -3.9403 2.8976 -4.6478 -1.658 -1.143 -2.872 -0.13
C -3.1127 3.7399 -5.4305 -0.012 1.750 0.726 -0.20
H -1.0066 4.1642 -5.0984 -0.030 -0.006 0.106 0.12
H -2.1566 4.9301 -3.9737 0.298 0.369 -0.180 0.12
H -1.6262 3.3215 -2.5877 0.630 -0.155 0.051 0.11
H -1.3553 2.0679 -3.7998 -0.396 -0.202 -0.160 0.10
H -3.9138 3.4823 -2.7228 -0.080 -0.263 0.528 0.12
H -3.6588 1.6733 -3.0809 -0.475 0.213 0.423 0.11
H -3.7151 4.6402 -5.5509 0.168 0.167 -0.631 0.12
H -2.6019 3.5062 -6.3646 -1.341 -1.487 -0.533 0.12
C -0.8924 1.1474 3.1582 -1.514 -0.023 -0.516 -0.20
C -1.8436 1.8058 4.1221 -1.208 0.337 0.972 -0.17
C -1.0663 2.9511 4.7949 0.493 -1.131 -0.085 -0.18
O 0.1023 3.0864 4.0178 1.118 0.227 -1.255 -0.12
C 0.4032 1.8527 3.3974 0.342 -1.018 -0.614 -0.22
H -1.3578 1.3839 2.2013 0.714 -0.220 -0.545 0.10
H -0.9002 0.0625 3.2632 0.356 0.069 0.016 0.12
H -2.2063 1.0449 4.8133 -0.237 0.409 0.329 0.11
H -2.6906 2.2343 3.5864 -0.163 -0.191 0.121 0.10
H -0.7210 2.6229 5.7753 -0.416 0.323 0.482 0.12
H -1.5505 3.9276 4.7986 -0.130 -0.228 0.253 0.12
H 1.0493 1.1877 3.9705 0.205 0.283 0.669 0.12
H 0.8749 1.8858 2.4153 0.437 1.133 0.135 0.11
C -4.3628 -0.5666 -0.2872 -0.479 -1.024 -0.591 -0.17
C -4.5222 0.8281 0.2192 -0.829 0.284 1.139 -0.18
C -4.9828 0.6305 1.6855 0.397 -0.994 -0.811 -0.16
O -5.3860 -0.7571 1.7710 -0.272 0.016 1.252 -0.14
C -5.4942 -1.3210 0.4970 1.096 0.950 -1.415 -0.20
H -3.3558 -0.9354 -0.0919 -0.294 -0.393 0.303 0.08
H -4.5113 -0.6616 -1.3628 -0.018 0.136 -0.114 0.11
H -5.4107 1.2369 -0.2621 0.508 0.659 -0.455 0.11
H -3.6352 1.4607 0.2528 -0.161 0.127 -0.684 0.11
H -5.7967 1.3309 1.8731 -0.127 -0.241 0.481 0.11
H -4.1562 0.7597 2.3842 -0.191 0.093 0.186 0.10
H -6.4853 -1.1356 0.0828 -0.172 0.479 -0.330 0.11
H -5.4038 -2.4021 0.3910 0.440 -0.090 0.988 0.12
C 3.4150 -4.3423 3.3496 0.831 1.627 -1.622 -0.13
C 4.0374 -3.7647 2.0388 1.078 0.166 -0.508 -0.16
C 2.8683 -3.2785 1.1923 0.937 -0.196 -0.472 -0.25
O 1.7924 -3.2084 2.0468 -2.127 0.218 2.434 -0.13
C 2.2550 -3.3351 3.4098 -0.094 -1.472 0.391 -0.19
H 4.0436 -4.1935 4.2275 0.214 -0.287 -0.164 0.11
H 3.2111 -5.3976 3.1686 -0.695 0.159 0.450 0.11
H 4.5272 -4.4246 1.3227 0.645 -0.463 0.803 0.11
H 4.7260 -2.9506 2.2652 0.040 0.031 0.098 0.10
H 2.7389 -4.0295 0.4130 -0.683 -0.091 -0.097 0.12
H 2.9979 -2.3407 0.6520 0.270 0.086 0.263 0.08
H 1.5745 -3.7048 4.1769 -1.217 -0.239 -0.889 0.11
H 2.5309 -2.3985 3.8943 0.650 0.466 -0.663 0.11
C 5.5914 0.0582 -1.4107 1.241 -0.866 1.089 -0.13
C 5.6699 -0.7975 -2.6883 -0.336 2.245 -0.401 -0.17
C 5.3310 -2.1221 -2.1816 -0.752 -2.487 -1.914 -0.28
O 4.5356 -2.0039 -1.0762 -0.040 -0.117 2.487 -0.13
C 4.9367 -0.8617 -0.3238 -1.050 1.526 -1.795 -0.18
H 5.0800 1.0186 -1.4765 0.432 -0.064 -0.186 0.11
H 6.6182 0.0793 -1.0456 0.133 1.208 -0.128 0.10
H 6.6266 -0.7935 -3.2107 0.081 0.254 0.241 0.11
H 4.9310 -0.4046 -3.3867 -0.120 -0.288 -0.142 0.11
H 6.1943 -2.7808 -2.0883 0.362 0.008 0.614 0.12
H 4.6739 -2.6303 -2.8874 0.169 -0.302 -0.342 0.13
H 5.6246 -0.9419 0.5179 -0.029 -0.946 0.027 0.11
H 4.0114 -0.3866 0.0021 -0.011 -0.157 0.366 0.10
C -1.0179 -0.5696 -1.6030 0.210 -1.040 -0.894 -0.17
C -0.6526 -1.1149 -0.1911 -0.264 1.758 -0.322 -0.12
C 0.6521 -0.3335 0.0305 0.055 -0.775 -0.013 -0.21
O 1.2974 -0.4355 -1.2175 0.808 0.464 -1.599 -0.15
C 0.3578 -0.4142 -2.3164 -1.284 -0.842 1.781 -0.16
H -1.6170 0.3369 -1.6901 0.086 0.161 0.750 0.09
H -1.5624 -1.3143 -2.1835 -0.308 -0.065 0.136 0.10
H -0.4648 -2.1882 -0.1646 0.005 0.100 -0.180 0.12
H -1.4554 -0.8645 0.5024 0.244 -0.107 0.264 0.08
H 1.3362 -0.7881 0.7470 -0.163 -0.149 0.142 0.10
H 0.5578 0.7163 0.3080 -0.571 0.200 0.061 0.11
H 0.4458 -1.3314 -2.8987 0.767 0.199 -0.216 0.11
H 0.3562 0.4653 -2.9604 0.587 0.145 0.202 0.10
```
Forces are in eV/Å.

ORCA calculation (ωB97M-V/def2-TZVPD) on an isolated molecule of C3H5N3 in a non-equilibrium geometry.

## Properties
energy above the lowest of the compared OMol25 structures with the same formula, charge and spin = 98.9 kJ/mol
max |F| = 1.27 eV/Å
net charge = 0
frontier orbital gap = 10.2 eV
total energy = -281.552397 Eh
HOMO energy = -0.3518 hartree
LUMO = 0.023 hartree

XYZ file:
```
11
Properties=species:S:1:pos:R:3:forces:R:3:nbo_charge:R:1
H 1.6722 -1.9376 1.2776 0.247 0.223 -0.069 0.36
N 0.8585 -1.7945 0.6962 0.133 0.241 0.213 -0.67
C 0.5556 -0.5703 0.4833 -0.103 -0.357 -0.012 0.34
C 1.3957 0.5604 0.8878 0.653 0.614 0.331 0.20
N 2.1427 1.3700 1.2444 -0.887 -0.794 -0.442 -0.27
N -0.6589 -0.3378 -0.0932 0.072 -0.201 0.024 -0.58
C -1.1300 0.7699 -0.9004 0.034 0.160 -0.028 -0.41
H -1.0205 -1.2658 -0.2808 -0.442 0.279 -0.206 0.41
H -0.6923 1.7127 -0.5617 0.023 -0.181 0.017 0.22
H -0.9068 0.6436 -1.9681 0.043 0.015 0.181 0.19
H -2.2163 0.8494 -0.7852 0.228 0.001 -0.008 0.21
```
Forces are in eV/Å.